# 1
Entry from OMol25: a gas-phase ion, C4H11N2O (charge -1) at a distorted geometry (ωB97M-V with the def2-TZVPD basis set).

Geometry as XYZ:
```
18
C4H11N2O (ωB97M-V with the def2-TZVPD basis set)
O 1.947 2.064 -1.266
N -1.012 -0.493 2.308
N 1.511 -0.596 -0.794
C 0.503 0.416 -0.386
C -0.883 -0.180 -0.240
C -1.050 -1.143 0.926
C 0.630 1.701 -1.214
H -0.033 2.431 -0.678
H -1.746 0.480 -0.371
H 0.292 1.504 -2.251
H 1.125 -1.030 -1.629
H -1.995 -1.687 0.929
H 2.232 0.111 -1.064
H -1.120 -0.866 -1.071
H -0.268 -1.912 0.905
H 0.870 0.709 0.616
H -0.029 -0.208 2.347
H -0.974 -1.302 2.933
```

Output
Total charge = -1
Total energy = -9353.3671 eV
ΔE to the lowest compared entry with this formula, charge and spin = 25.9 kcal per mole
Highest occupied orbital energy = -2.558 eV
Gap between HOMO and LUMO = 6.391 eV
E_LUMO = 3.83 eV

# 2
Entry from OMol25: 2 unconnected molecules or ions with the total composition C5H15NO2 at a distorted geometry (ωB97M-V with the def2-TZVPD basis set).

Geometry as XYZ:
```
23
C5H15NO2 (ωB97M-V with the def2-TZVPD basis set)
O -17.417 2.511 -9.103
O -20.820 5.851 -11.264
N -22.217 8.115 -13.773
C -21.678 7.723 -12.498
C -16.945 3.825 -8.892
C -22.649 8.133 -11.396
C -20.098 4.630 -11.309
C -21.274 6.208 -12.484
H -23.459 7.424 -11.224
H -22.104 5.531 -12.689
H -17.504 4.293 -8.082
H -19.640 4.308 -10.374
H -21.998 9.093 -13.896
H -20.745 8.238 -12.269
H -20.514 6.092 -13.257
H -23.036 9.146 -11.515
H -17.572 1.998 -8.307
H -15.961 3.784 -8.424
H -20.673 3.718 -11.465
H -19.326 4.469 -12.063
H -22.142 8.027 -10.437
H -16.845 4.445 -9.783
H -21.667 7.747 -14.537
```

Output
Total charge = +1
Total energy = -11001.7174 eV
Multiplicity = 2
ΔE to the lowest compared entry with this formula, charge and spin = 96.2 kcal per mole
Highest occupied orbital energy (alpha / beta) = -13.058 / -13.057 eV
Gap between HOMO and LUMO (alpha / beta) = 10.063 / 3.440 eV
E_LUMO (alpha / beta) = -2.99 / -9.62 eV

# 3
Entry from OMol25: 2 unconnected molecules or ions with the total composition C2H7Br2N2 at a distorted geometry (ωB97M-V with the def2-TZVPD basis set).

Geometry as XYZ:
```
13
C2H7Br2N2 (ωB97M-V with the def2-TZVPD basis set)
Br 1.896 0.295 1.519
Br -1.363 0.399 1.553
N -0.211 2.333 -1.160
N 0.129 -1.866 0.817
C 0.184 -1.137 -0.459
C 0.275 -0.292 0.807
H -0.663 -2.409 1.247
H -0.907 1.688 -1.598
H 1.167 -1.248 -1.075
H 0.975 -2.398 0.976
H -0.352 2.196 -0.125
H -0.647 -0.877 -1.171
H -0.484 3.317 -1.330
```

Output
Total charge = +1
Total energy = -145243.6372 eV
ΔE to the lowest compared entry with this formula, charge and spin = 34.8 kcal per mole
Highest occupied orbital energy = -13.496 eV
Gap between HOMO and LUMO = 9.419 eV
E_LUMO = -4.08 eV

# 4
Entry from OMol25: a single C5H6O molecule at a distorted geometry (ωB97M-V with the def2-TZVPD basis set).

Geometry as XYZ:
```
12
C5H6O (ωB97M-V with the def2-TZVPD basis set)
O -0.980 -1.006 0.987
C 1.655 -0.206 0.107
C -0.730 -0.292 0.046
C 0.558 -0.532 -0.798
C 2.262 -0.360 1.135
C -1.574 0.960 -0.188
H 0.921 -1.573 -0.894
H 2.740 -0.726 2.010
H -1.232 1.723 0.524
H -2.617 0.742 0.070
H 0.517 -0.118 -1.807
H -1.520 1.388 -1.192
```

Output
Total energy = -7326.8970 eV
ΔE to the lowest compared entry with this formula, charge and spin = 55.1 kcal per mole
Highest occupied orbital energy = -9.685 eV
Gap between HOMO and LUMO = 10.572 eV
E_LUMO = 0.89 eV